(1)
ORCA calculation (ωB97M-V/def2-TZVPD) on a 10-piece molecular cluster, C22H64O10 overall.

Cartesian coordinates (Å):
C -9.098 12.743 18.851
O -9.048 11.494 19.482
H -8.500 13.410 19.471
H -8.565 12.690 17.902
H -10.077 13.218 18.785
H -8.266 10.987 19.252
C -5.072 13.016 18.482
O -4.094 14.010 18.386
H -4.979 12.114 17.876
H -5.154 12.626 19.497
H -6.029 13.477 18.238
H -4.260 14.641 17.681
C -9.150 7.806 22.600
O -9.095 8.148 23.963
H -8.525 6.917 22.511
H -10.130 7.493 22.238
H -8.713 8.601 21.996
H -9.025 7.336 24.471
C -6.398 11.852 15.398
O -6.661 11.213 14.149
H -6.245 11.172 16.236
H -5.579 12.565 15.300
H -7.264 12.476 15.618
H -5.905 10.693 13.869
C -1.501 9.928 19.604
C -0.562 10.570 18.637
C -1.184 11.585 17.630
O 0.435 11.188 19.390
H -2.191 10.628 20.078
H -1.102 9.374 20.453
H -2.106 9.261 18.991
H -0.057 9.749 18.128
H -0.434 12.079 17.012
H -1.668 12.396 18.175
H -1.891 11.122 16.942
H 1.195 11.168 18.804
C -9.587 10.102 16.621
C -9.508 9.628 15.108
C -10.798 8.845 14.702
O -9.377 10.741 14.309
H -10.186 11.007 16.731
H -8.577 10.385 16.918
H -9.907 9.292 17.276
H -8.663 8.958 14.946
H -10.895 8.029 15.418
H -10.717 8.279 13.774
H -11.718 9.424 14.779
H -8.441 10.940 14.235
C -4.519 10.884 23.444
C -4.955 9.728 22.521
C -5.458 8.516 23.315
O -5.995 10.207 21.672
H -4.185 11.733 22.847
H -3.787 10.619 24.206
H -5.351 11.306 24.007
H -4.088 9.359 21.973
H -6.314 8.767 23.941
H -4.718 8.122 24.011
H -5.780 7.672 22.704
H -6.727 10.506 22.217
C -9.374 5.104 17.391
C -9.954 4.457 18.662
C -9.142 4.822 19.941
O -11.315 4.737 18.822
H -9.822 4.802 16.444
H -8.336 4.854 17.172
H -9.401 6.193 17.436
H -9.741 3.402 18.495
H -9.275 5.859 20.251
H -8.065 4.697 19.832
H -9.445 4.229 20.804
H -11.512 5.673 18.739
C -4.983 8.510 18.586
C -6.473 8.768 18.491
C -7.299 7.775 19.318
O -6.678 10.098 18.979
H -4.851 7.428 18.584
H -4.535 8.706 19.560
H -4.412 8.816 17.709
H -6.871 8.687 17.479
H -8.349 7.896 19.053
H -7.124 7.852 20.391
H -7.116 6.748 19.002
H -6.436 10.173 19.904
C -0.763 7.708 15.634
C -1.810 6.842 16.305
C -3.092 6.905 15.525
O -1.413 5.447 16.376
H -1.040 8.756 15.515
H -0.525 7.277 14.661
H 0.118 7.714 16.276
H -1.877 7.288 17.298
H -3.529 7.903 15.551
H -3.697 6.194 16.089
H -3.074 6.552 14.494
H -1.498 5.009 15.526

The calculation puts the largest force on an atom at 0.05494 hartree/bohr. Its spin multiplicity is 2. Its LUMO energy (alpha / beta) is -2.72 / -8.97 eV. The expectation value of S² is 0.755. The total energy is -44314.2964 eV. The total charge is +1. The calculation puts the energy above the lowest of the compared OMol25 structures with the same formula, charge and spin at 103.45 kJ/mol.

Atom-resolved charges from Löwdin, all expressed in e:
1. C -0.16
2. O -0.10
3. H 0.08
4. H 0.06
5. H 0.09
6. H 0.02
7. C -0.18
8. O -0.09
9. H 0.05
10. H 0.08
11. H 0.07
12. H 0.08
13. C -0.18
14. O -0.11
15. H 0.07
16. H 0.08
17. H 0.07
18. H 0.08
19. C -0.12
20. O -0.11
21. H 0.07
22. H 0.10
23. H 0.08
24. H 0.11
25. C -0.06
26. C -0.51
27. C -0.03
28. O -0.03
29. H 0.08
30. H 0.09
31. H 0.05
32. H 0.12
33. H 0.07
34. H 0.07
35. H 0.06
36. H 0.09
37. C 0.06
38. C -0.35
39. C 0.01
40. O 0.24
41. H 0.11
42. H 0.06
43. H 0.11
44. H 0.16
45. H 0.08
46. H 0.10
47. H 0.10
48. H 0.08
49. C -0.04
50. C -0.45
51. C -0.05
52. O -0.07
53. H 0.08
54. H 0.09
55. H 0.08
56. H 0.13
57. H 0.08
58. H 0.09
59. H 0.07
60. H 0.11
61. C -0.07
62. C -0.47
63. C -0.05
64. O -0.02
65. H 0.08
66. H 0.08
67. H 0.05
68. H 0.14
69. H 0.05
70. H 0.07
71. H 0.08
72. H 0.09
73. C -0.04
74. C -0.44
75. C -0.04
76. O -0.09
77. H 0.08
78. H 0.08
79. H 0.07
80. H 0.12
81. H 0.07
82. H 0.07
83. H 0.07
84. H 0.04
85. C -0.07
86. C -0.49
87. C -0.08
88. O -0.04
89. H 0.07
90. H 0.08
91. H 0.08
92. H 0.13
93. H 0.06
94. H 0.08
95. H 0.09
96. H 0.09

(2)
ORCA calculation (ωB97M-V/def2-TZVPD) on a 11-piece molecular cluster, C22H66FN3O14P overall.

Cartesian coordinates (Å):
C 4.638 1.904 0.161
C 3.204 1.489 -0.049
O 3.129 0.044 -0.023
P 1.827 -0.728 -0.449
O 1.596 -0.816 -1.912
C 0.390 0.110 0.242
C -0.907 -0.520 -0.282
C -1.977 0.526 -0.579
C -3.358 0.371 0.024
C -3.550 0.861 1.456
C -2.506 1.830 2.009
C -2.653 3.258 1.510
F -2.360 4.133 2.546
N -4.137 1.202 -0.964
C -3.489 1.195 -2.122
N -3.929 1.810 -3.220
N -2.316 0.517 -2.062
O -1.324 1.197 -2.811
O 2.082 -2.083 0.309
C 1.058 -3.080 0.514
C 0.535 -3.720 -0.747
H 5.298 1.441 -0.560
H 4.687 2.987 0.057
H 4.939 1.673 1.180
H 2.580 1.900 0.748
H 2.823 1.870 -0.998
H 0.430 0.136 1.332
H 0.452 1.148 -0.086
H -1.309 -1.232 0.435
H -0.716 -1.032 -1.221
H -1.618 1.546 -0.434
H -3.750 -0.641 -0.078
H -4.507 1.389 1.473
H -3.667 0.011 2.123
H -1.499 1.441 1.861
H -2.668 1.866 3.085
H -1.979 3.519 0.692
H -3.679 3.462 1.201
H -5.129 1.022 -1.063
H -4.322 2.734 -3.146
H -3.799 1.413 -4.134
H -0.660 0.528 -3.051
H 1.543 -3.838 1.125
H 0.261 -2.673 1.138
H 0.010 -3.025 -1.393
H 1.351 -4.194 -1.286
H -0.184 -4.476 -0.439
C 0.158 4.463 -2.490
O -1.235 4.121 -2.390
H 0.240 5.544 -2.453
H 0.718 4.038 -1.654
H 0.574 4.100 -3.430
H -1.283 3.163 -2.437
C 2.868 6.186 -3.887
O 3.127 4.783 -3.828
H 2.294 6.454 -3.004
H 3.800 6.755 -3.887
H 2.291 6.437 -4.781
H 3.636 4.565 -4.614
C -3.234 0.352 5.946
O -2.129 -0.058 5.135
H -3.752 1.145 5.410
H -3.934 -0.464 6.126
H -2.891 0.747 6.904
H -1.665 -0.756 5.605
C 4.170 0.140 -4.453
O 3.538 0.689 -3.312
H 4.842 0.897 -4.852
H 4.760 -0.748 -4.205
H 3.449 -0.126 -5.233
H 2.934 0.026 -2.941
C -0.767 7.343 0.066
O 0.271 6.513 0.581
H -0.307 8.099 -0.564
H -1.475 6.760 -0.532
H -1.303 7.837 0.880
H -0.147 5.857 1.144
C -7.354 0.364 6.611
O -6.311 -0.514 7.021
H -6.882 1.193 6.088
H -8.055 -0.127 5.931
H -7.907 0.763 7.464
H -6.710 -1.252 7.490
C -2.868 -4.289 -2.648
O -2.537 -3.715 -1.385
H -2.095 -3.980 -3.347
H -2.880 -5.379 -2.598
H -3.836 -3.938 -3.015
H -3.200 -3.988 -0.745
C 0.205 -7.355 -0.503
O -0.841 -6.809 0.300
H 0.603 -6.548 -1.111
H 1.003 -7.761 0.123
H -0.177 -8.141 -1.159
H -1.193 -7.519 0.845
C 3.320 -9.673 1.522
O 2.054 -10.122 2.003
H 3.285 -8.588 1.466
H 4.122 -9.966 2.204
H 3.524 -10.075 0.527
H 2.096 -11.081 2.047
C 9.049 0.986 -0.048
O 7.646 1.045 0.188
H 9.430 1.998 0.064
H 9.555 0.339 0.672
H 9.275 0.638 -1.059
H 7.292 0.156 0.093

The calculation puts the largest force on an atom at 0.02308 hartree/bohr. Its LUMO energy is -3.04 eV. The total energy is -69017.0408 eV. The total charge is +1. The calculation puts the energy above the lowest of the compared OMol25 structures with the same formula, charge and spin at 0.00 kJ/mol.

Results of the Löwdin charge analysis, in e, for atoms 1 through 99:
1. C -0.06
2. C -0.26
3. O -0.17
4. P 0.49
5. O -0.27
6. C -0.19
7. C -0.15
8. C -0.19
9. C -0.19
10. C -0.12
11. C -0.15
12. C -0.20
13. F -0.05
14. N 0.18
15. C -0.35
16. N 0.25
17. N 0.01
18. O 0.04
19. O -0.17
20. C -0.23
21. C -0.07
22. H 0.07
23. H 0.09
24. H 0.08
25. H 0.11
26. H 0.11
27. H 0.11
28. H 0.09
29. H 0.12
30. H 0.09
31. H 0.14
32. H 0.16
33. H 0.12
34. H 0.12
35. H 0.10
36. H 0.11
37. H 0.11
38. H 0.12
39. H 0.17
40. H 0.14
41. H 0.14
42. H 0.14
43. H 0.13
44. H 0.11
45. H 0.05
46. H 0.09
47. H 0.06
48. C -0.13
49. O -0.15
50. H 0.07
51. H 0.08
52. H 0.08
53. H 0.01
54. C -0.15
55. O -0.13
56. H 0.06
57. H 0.08
58. H 0.08
59. H 0.07
60. C -0.15
61. O -0.14
62. H 0.07
63. H 0.06
64. H 0.08
65. H 0.07
66. C -0.16
67. O -0.15
68. H 0.07
69. H 0.08
70. H 0.07
71. H 0.01
72. C -0.16
73. O -0.13
74. H 0.08
75. H 0.07
76. H 0.08
77. H 0.06
78. C -0.15
79. O -0.13
80. H 0.07
81. H 0.08
82. H 0.08
83. H 0.08
84. C -0.14
85. O -0.15
86. H 0.08
87. H 0.08
88. H 0.07
89. H 0.08
90. C -0.14
91. O -0.14
92. H 0.06
93. H 0.07
94. H 0.08
95. H 0.08
96. C -0.16
97. O -0.13
98. H 0.07
99. H 0.08

(3)
ORCA calculation (ωB97M-V/def2-TZVPD) on a 11-piece molecular cluster, C22H66O11 overall.

Cartesian coordinates (Å):
C 11.858 -26.590 -31.343
C 10.722 -25.580 -31.265
O 10.145 -25.491 -32.557
H 11.466 -27.594 -31.182
H 12.638 -26.501 -30.587
H 12.420 -26.511 -32.274
H 11.023 -24.586 -30.934
H 9.934 -25.961 -30.615
H 10.761 -25.042 -33.141
C 12.370 -18.383 -30.287
C 11.287 -19.299 -30.790
O 10.427 -19.690 -29.736
H 12.032 -17.383 -30.015
H 13.066 -18.312 -31.123
H 12.810 -18.838 -29.399
H 11.692 -20.186 -31.277
H 10.738 -18.744 -31.551
H 9.705 -20.149 -30.170
C 14.523 -28.197 -27.206
C 14.592 -26.810 -27.772
O 13.385 -26.076 -27.782
H 15.538 -28.583 -27.113
H 13.864 -28.821 -27.809
H 14.061 -28.215 -26.219
H 14.972 -26.809 -28.794
H 15.346 -26.316 -27.159
H 13.541 -25.146 -27.957
C 9.542 -28.664 -26.752
C 10.854 -27.921 -26.891
O 10.696 -26.976 -27.908
H 9.389 -29.236 -27.667
H 8.699 -28.011 -26.528
H 9.535 -29.325 -25.884
H 11.673 -28.570 -27.203
H 11.170 -27.376 -26.001
H 11.575 -26.596 -27.975
C 17.580 -24.361 -27.908
C 17.981 -23.082 -28.669
O 16.809 -22.456 -29.109
H 17.019 -23.996 -27.048
H 18.391 -24.934 -27.459
H 16.955 -25.073 -28.447
H 18.583 -23.363 -29.534
H 18.496 -22.360 -28.035
H 17.027 -21.701 -29.661
C 8.889 -21.648 -33.371
C 8.900 -22.219 -31.953
O 8.598 -21.278 -30.995
H 7.873 -21.408 -33.685
H 9.367 -22.372 -34.031
H 9.566 -20.794 -33.352
H 9.869 -22.637 -31.678
H 8.196 -23.051 -31.974
H 7.682 -21.013 -31.102
C 15.738 -25.142 -31.474
C 16.272 -23.925 -32.242
O 16.514 -24.326 -33.556
H 14.748 -25.454 -31.808
H 15.588 -24.862 -30.432
H 16.443 -25.973 -31.484
H 17.081 -23.402 -31.732
H 15.414 -23.252 -32.237
H 16.778 -23.549 -34.053
C 7.907 -20.805 -25.861
C 8.884 -21.098 -27.044
O 9.727 -19.925 -27.079
H 8.391 -20.818 -24.884
H 7.135 -21.563 -25.730
H 7.486 -19.808 -25.995
H 8.261 -21.241 -27.927
H 9.496 -21.992 -26.927
H 10.026 -19.781 -27.980
C 15.990 -19.016 -30.879
C 17.022 -19.840 -31.713
O 17.793 -20.577 -30.779
H 16.428 -18.434 -30.068
H 15.184 -19.634 -30.485
H 15.524 -18.263 -31.515
H 17.556 -19.147 -32.363
H 16.585 -20.622 -32.335
H 18.716 -20.449 -31.011
C 6.859 -24.065 -28.830
C 8.253 -24.612 -28.615
O 7.984 -25.986 -28.314
H 6.429 -24.558 -29.701
H 6.954 -22.990 -28.986
H 6.219 -24.231 -27.963
H 8.765 -24.234 -27.730
H 8.867 -24.404 -29.492
H 8.783 -26.479 -28.112
C 11.938 -22.758 -28.601
C 13.384 -22.452 -28.996
O 14.266 -23.241 -28.238
H 11.933 -22.506 -27.540
H 11.707 -23.811 -28.761
H 11.315 -22.137 -29.244
H 13.480 -21.374 -28.867
H 13.577 -22.689 -30.042
H 15.138 -22.936 -28.500

The calculation puts the largest force on an atom at 0.04281 hartree/bohr. Its spin multiplicity is 2. Its LUMO energy (alpha / beta) is 2.05 / 2.00 eV. The expectation value of S² is 0.750. The total energy is -46403.7561 eV. The total charge is -1. The calculation puts the energy above the lowest of the compared OMol25 structures with the same formula, charge and spin at 0.00 kJ/mol.

Atom-resolved charges from Löwdin, all expressed in e:
1. C -0.07
2. C -0.31
3. O -0.10
4. H 0.08
5. H 0.05
6. H 0.07
7. H 0.09
8. H 0.10
9. H 0.07
10. C -0.08
11. C -0.33
12. O -0.11
13. H 0.08
14. H 0.06
15. H 0.07
16. H 0.10
17. H 0.11
18. H 0.03
19. C -0.09
20. C -0.31
21. O -0.08
22. H 0.08
23. H 0.07
24. H 0.08
25. H 0.11
26. H 0.10
27. H 0.05
28. C -0.07
29. C -0.32
30. O -0.10
31. H 0.08
32. H 0.07
33. H 0.07
34. H 0.10
35. H 0.12
36. H 0.04
37. C -0.08
38. C -0.31
39. O -0.13
40. H 0.07
41. H 0.07
42. H 0.05
43. H 0.10
44. H 0.11
45. H 0.03
46. C -0.07
47. C -0.34
48. O -0.08
49. H 0.08
50. H 0.07
51. H 0.07
52. H 0.10
53. H 0.11
54. H 0.11
55. C -0.09
56. C -0.39
57. O -0.13
58. H 0.05
59. H 0.04
60. H 0.07
61. H 0.09
62. H 0.09
63. H 0.06
64. C -0.08
65. C -0.29
66. O -0.10
67. H 0.06
68. H 0.06
69. H 0.07
70. H 0.09
71. H 0.09
72. H 0.02
73. C -0.13
74. C -0.40
75. O -0.27
76. H 0.07
77. H 0.04
78. H 0.05
79. H 0.07
80. H 0.08
81. H 0.02
82. C -0.09
83. C -0.30
84. O -0.10
85. H 0.08
86. H 0.05
87. H 0.08
88. H 0.11
89. H 0.09
90. H 0.02
91. C -0.06
92. C -0.32
93. O -0.09
94. H 0.09
95. H 0.06
96. H 0.06
97. H 0.11
98. H 0.11
99. H 0.03

> Number 2 is which compound?

C22H66FN3O14P

> Among the records above, which one has the lowest total charge?

C22H66O11

> Look up the total charge of the first one.

+1